Entry 1:
33
Properties=species:S:1:pos:R:3 method="wB97M-V/def2-TZVPD" smiles="C#C[C@](O)(/C=C/CO)C1(O)CCCCC1" e_above_lowest_ev=5.705 gap_ev=9.59 charge=0
C 0.9490 -3.5842 0.4983
C 0.5857 -2.4987 0.0817
C 2.7088 0.3593 -0.2693
C 1.9078 -0.5945 0.2445
C -3.0529 1.4127 -0.4025
C -3.2889 -0.0990 -0.1793
C -1.8038 1.8687 0.3143
C -2.0315 -0.9380 -0.4916
C -0.4951 1.1142 -0.0171
C -0.7753 -0.3949 0.1853
C 3.8265 0.9602 0.5640
C 0.6994 -1.1311 -0.3555
O -0.8635 -0.6569 1.5437
O 4.9805 1.1850 -0.2265
O 0.7502 -0.9630 -1.7627
H 1.0010 -4.4631 1.0665
H 2.4803 0.8322 -1.2049
H 2.1992 -1.2022 1.1677
H -2.9898 1.7908 -1.3460
H -3.9646 1.8384 0.0449
H -3.4867 -0.3079 0.9389
H -4.1694 -0.2079 -0.7700
H -1.6874 2.9878 0.0368
H -1.8520 1.6060 1.4134
H -2.0662 -2.0891 -0.2215
H -1.8981 -1.1672 -1.6029
H -0.0672 1.1417 -1.0709
H 0.3950 1.5500 0.5947
H 3.4170 1.8668 0.9343
H 4.1226 0.4746 1.5210
H -0.2930 -0.1134 2.1405
H 4.6727 0.9783 -1.1582
H 0.0896 -1.5557 -2.2115

Entry 2:
18
Properties=species:S:1:pos:R:3 method="wB97M-V/def2-TZVPD" smiles=OCCNCO.O e_above_lowest_ev=2.371 gap_ev=9.75 charge=0
C -0.1333 0.7134 -0.7588
C 0.6645 1.9733 -1.1228
O 2.0696 1.8544 -0.7951
N -0.6618 0.7139 0.5907
C -0.0127 -0.0984 1.5663
O -0.8265 -0.9637 2.3548
H 0.5070 -0.1619 -0.8952
H -0.8958 0.6530 -1.5432
H 0.5958 2.1471 -2.1927
H 0.2973 2.7581 -0.4600
H 2.1112 1.4289 0.0545
H -1.6625 0.6839 0.5500
H 0.6911 0.4653 2.2040
H 0.7020 -0.7891 1.0783
H -1.2541 -0.3222 2.9381
H -0.6849 -3.6884 -1.9909
H -0.4204 -3.7661 -0.4536
O -1.0864 -3.6014 -1.1243

Entry 3:
79
Properties=species:S:1:pos:R:3 method="wB97M-V/def2-TZVPD" multiplicity=6 e_above_lowest_ev=3.240 gap_ev="6.41 / 2.36" charge=+3
Ir 0.7531 -13.8031 11.3270
C -6.1374 -18.5699 13.2808
C -5.2682 -17.5003 12.8712
C -4.0441 -17.6918 12.1855
C -3.2912 -16.5331 11.7257
C -3.6185 -15.2686 12.1127
C -4.8378 -15.0569 12.7862
C -5.6037 -16.1582 13.1295
S -2.6983 -13.9624 11.5720
O -2.3649 -14.2043 10.2073
O -3.2928 -12.6790 11.9749
N -1.2097 -14.1247 12.3596
C -0.9970 -14.2499 13.6755
C -2.0333 -14.0442 14.6305
C -1.8376 -14.1868 15.9755
C -0.5915 -14.2821 16.4827
C 0.5695 -14.3139 15.5497
C 1.9052 -14.2434 16.0651
C 2.9312 -14.2755 15.1353
C 2.6645 -14.2027 13.7666
N 1.4284 -14.1717 13.2561
C 0.3780 -14.2874 14.1755
H -5.8254 -19.5341 12.9238
H -7.2010 -18.4760 12.8852
H -6.2106 -18.6488 14.3316
H -3.6842 -18.7043 11.8825
H -2.3828 -16.6678 11.1642
H -5.2238 -14.0303 12.9407
H -6.5614 -16.0303 13.6344
H -3.0824 -13.8838 14.3679
H -2.6130 -13.9979 16.8420
H -0.4530 -14.5023 17.5313
H 1.8516 -14.3003 17.1530
H 3.9258 -14.2504 15.6275
H 3.4784 -14.2321 13.1226
C 1.2367 -16.1905 7.5478
C 1.0670 -15.2244 8.5532
N 1.1052 -15.5911 9.8806
C 1.4790 -16.8184 10.1689
C 1.6394 -17.8265 9.1997
C 1.5649 -17.4687 7.8589
C 2.0106 -19.3041 9.4614
C 3.1230 -19.6996 9.9386
C 4.3435 -18.8868 10.4339
C 5.5626 -19.3776 10.0100
C 6.6175 -18.4893 10.2107
N 6.4095 -17.2440 10.6264
C 5.1617 -17.0039 11.1439
N 4.1439 -17.7695 11.0647
H 1.1355 -15.8309 6.5224
H 0.9465 -14.2235 8.3153
H 1.5623 -17.1519 11.2111
H 1.8161 -18.2114 7.0388
H 1.2909 -19.9797 9.1394
H 3.1678 -20.7613 9.8391
H 5.6659 -20.3572 9.6716
H 7.6391 -18.8759 9.9550
H 5.0954 -15.9632 11.6613
C 3.0202 -10.8298 10.7144
N 2.3459 -11.2121 9.5061
C 3.1279 -11.1197 8.3244
C 0.9906 -11.2243 9.5809
N 0.3477 -12.0521 10.3660
N 0.2609 -10.6532 8.5591
C -1.1168 -11.0053 8.3398
C 0.7217 -9.4136 7.9466
H 3.5001 -9.9663 10.4132
H 3.7291 -11.5068 11.0638
H 2.2959 -10.4732 11.4518
H 4.0403 -11.6968 8.5011
H 3.3850 -10.1369 8.0851
H 2.5188 -11.5683 7.4857
H -0.6798 -11.9033 10.5493
H -1.3841 -12.0626 8.2917
H -1.4990 -10.6261 7.3172
H -1.7632 -10.4975 9.0062
H 1.6671 -9.0032 8.2811
H 0.0660 -8.5237 7.9614
H 1.0566 -9.6375 6.8871

Entry 4:
9
Properties=species:S:1:pos:R:3 method="wB97M-V/def2-TZVPD" e_above_lowest_ev=2.404 gap_ev="8.95 / 8.43" charge=0
N -0.1205 0.5965 -0.0614
N 3.4611 0.4308 -0.1453
O 2.3283 -1.2281 1.5803
O 2.2706 -1.8363 -0.8277
F -0.2459 1.0286 1.2108
F 3.2474 1.4594 0.7071
F 3.1954 0.9318 -1.3745
S 2.1453 -0.8683 0.2142
H -0.7667 -0.2007 -0.1413

What did the fourth record say?
9
Properties=species:S:1:pos:R:3 method="wB97M-V/def2-TZVPD" e_above_lowest_ev=2.404 gap_ev="8.95 / 8.43" charge=0
N -0.1205 0.5965 -0.0614
N 3.4611 0.4308 -0.1453
O 2.3283 -1.2281 1.5803
O 2.2706 -1.8363 -0.8277
F -0.2459 1.0286 1.2108
F 3.2474 1.4594 0.7071
F 3.1954 0.9318 -1.3745
S 2.1453 -0.8683 0.2142
H -0.7667 -0.2007 -0.1413